A structure of composition C6H8O3P, computed with ωB97M-V/def2-TZVPD.

Structure (XYZ):
```
18
Properties=species:S:1:pos:R:3
H -1.362 2.524 -0.537
O 1.228 -0.856 -1.396
C -0.843 -2.188 -0.352
C -0.520 1.854 -0.407
P 0.350 -0.880 -0.179
H -1.792 0.105 -0.961
C 0.497 2.013 0.728
H -1.420 0.229 0.823
H 0.164 2.561 1.552
C 1.337 1.042 1.080
O 3.302 -0.195 0.684
H -0.027 1.874 -1.410
H -0.966 -2.706 0.552
H -1.785 -1.853 -0.788
H -0.366 -2.855 -1.175
O 0.962 -1.209 1.165
C 2.191 0.116 0.803
C -0.950 0.423 -0.184
```

Results
- E: -800.4887 a.u.
- ΔE to the lowest compared entry with this formula, charge and spin: 136.6 kJ/mol
- Total charge: -1
- Highest occupied orbital energy: -3.9 eV

How positive or negative is each atom? The Mulliken charges in e answer that:
1 H 0.3700
2 O -0.8553
3 C -1.1912
4 C -0.4746
5 P 1.3320
6 H 0.2930
7 C -0.6818
8 H 0.2850
9 H 0.2627
10 C 0.1105
11 O -0.5539
12 H 0.2277
13 H 0.3136
14 H 0.3479
15 H 0.2640
16 O -0.6546
17 C 0.3798
18 C -0.7747

=====

The molecule C5H8O, computed with ωB97M-V/def2-TZVPD.

Structure (XYZ):
```
14
Properties=species:S:1:pos:R:3
H -1.627 0.502 0.537
H -1.433 -1.853 -0.096
C -0.249 0.495 -1.091
H 1.329 -0.896 -1.310
H 0.384 1.880 1.242
C -0.600 0.159 0.350
H 1.362 0.397 1.232
H 0.957 0.152 -2.793
O 0.216 -2.002 1.056
C -0.612 -1.354 0.462
H -0.836 1.275 -1.575
C 0.352 0.793 1.364
C 0.723 -0.113 -1.766
H 0.033 0.565 2.387
```

Results
- SMILES: C=C[C@H](C)C=O
- E: -270.5172 a.u.
- ΔE to the lowest compared entry with this formula, charge and spin: 106.8 kJ/mol
- Highest occupied orbital energy: -9.7 eV

How positive or negative is each atom? The Mulliken charges in e answer that:
1 H 0.2978
2 H 0.3660
3 C -0.2390
4 H 0.2553
5 H 0.3882
6 C 0.3670
7 H 0.2886
8 H 0.2732
9 O -0.4742
10 C -0.1764
11 H 0.3230
12 C -1.2411
13 C -0.7373
14 H 0.3088

=====

A structure of composition C14H28N4OOsS2, computed with ωB97M-V/def2-TZVPD.

Structure (XYZ):
```
50
Properties=species:S:1:pos:R:3
H -2.776 -1.119 -2.190
H 0.296 -3.790 0.991
H -0.596 -1.434 -2.247
C -0.454 -3.070 0.653
H 3.328 -0.007 4.365
H 0.781 -2.717 -1.073
C -3.128 -1.464 -0.102
O 2.189 1.547 3.589
Os -0.040 0.110 -0.214
C 1.255 -0.244 -1.670
H 0.713 1.860 -3.558
C -2.327 -0.442 1.982
H -0.693 -1.048 3.244
S 2.412 -0.083 1.514
H 4.184 1.065 3.248
H -2.724 3.157 -1.290
H -1.718 -2.387 2.761
H -3.289 -0.693 2.448
H -2.712 -2.823 -1.725
C 1.661 1.090 2.454
H -2.700 0.816 -2.244
H -1.423 4.284 -1.697
C -2.425 -1.808 -1.422
C -0.278 -2.856 -0.850
H -2.866 0.514 0.279
H -4.167 -1.206 -0.325
H -1.430 -3.503 0.873
C -1.243 -1.470 2.402
N -0.300 -1.785 1.311
C 3.439 1.029 4.041
C -0.348 1.864 -1.101
H -3.152 -2.317 0.575
C -1.058 2.236 -2.356
H -2.317 1.359 -3.886
H -2.028 0.535 2.347
H -1.247 0.205 -3.069
H -2.527 3.716 -2.960
C -1.885 1.079 -2.924
C -1.992 3.424 -2.055
C -0.009 2.663 -3.397
H -0.494 2.902 -4.344
N 2.010 -0.565 -2.493
H 0.655 -1.695 1.648
H -0.621 -3.757 -1.376
N -0.974 -1.655 -1.332
H 3.731 1.657 4.879
H 0.329 2.662 -0.773
H 0.535 3.545 -3.053
S 0.183 1.785 2.031
N -2.425 -0.361 0.523
```

Results
- E: -1731.4463 a.u.
- ΔE to the lowest compared entry with this formula, charge and spin: 204.0 kJ/mol
- Highest occupied orbital energy (spin up / spin down): -6.4 / -6.4 eV

How positive or negative is each atom? The Mulliken charges in e answer that:
1 H 0.3180
2 H 0.4614
3 H 0.5075
4 C -0.7295
5 H 0.3135
6 H 0.4285
7 C -0.9639
8 O -0.3074
9 Os 1.3475
10 C -0.0196
11 H 0.3805
12 C -0.7881
13 H 0.4042
14 S -0.4322
15 H 0.3376
16 H 0.3547
17 H 0.3966
18 H 0.4306
19 H 0.3862
20 C 0.6047
21 H 0.1885
22 H 0.4355
23 C -0.7889
24 C -1.0167
25 H 0.2673
26 H 0.4834
27 H 0.3155
28 C -0.7272
29 N -0.3507
30 C -0.7173
31 C -1.3999
32 H 0.3973
33 C 2.7209
34 H 0.5624
35 H 0.2861
36 H 0.3174
37 H 0.4356
38 C -1.6794
39 C -1.8928
40 C -1.8405
41 H 0.4306
42 N -0.7570
43 H 0.2982
44 H 0.4975
45 N -0.4777
46 H 0.2386
47 H 0.5747
48 H 0.4450
49 S -0.3841
50 N -0.2936

=====

- The highest ΔE to the lowest compared entry with this formula, charge and spin belongs to which entry?
  C14H28N4OOsS2